1.
DFT (ωB97M-V/def2-TZVPD) results for a structure of composition C28H39F4N4O2P2Rb at a distorted geometry.

Element x y z (Å)
1 Rb -0.04709 0.09422 0.05198
2 C 3.85669 0.90545 0.16018
3 N 3.07165 0.02846 -0.67701
4 C 2.76170 0.64137 -1.95220
5 C 3.68003 -1.27461 -0.84432
6 C 3.74188 -2.10037 0.44145
7 N 2.46024 -2.09512 1.09316
8 C 2.27976 -2.74169 2.21335
9 C 1.00912 -2.62070 2.88126
10 F 0.08896 -1.79916 2.32339
11 C 0.68699 -3.27281 4.03473
12 F -0.54302 -3.09746 4.57458
13 C 1.57564 -4.11527 4.69861
14 C 2.81957 -4.24245 4.10640
15 F 3.73342 -5.04835 4.70698
16 C 3.17377 -3.60580 2.94355
17 F 4.43800 -3.84147 2.47772
18 H 4.86888 1.08758 -0.25248
19 H 3.95528 0.46870 1.15424
20 H 3.35191 1.86738 0.26327
21 H 3.66600 0.84785 -2.55756
22 H 2.23295 1.58340 -1.79052
23 H 2.10356 -0.01288 -2.52680
24 H 4.70811 -1.18572 -1.25314
25 H 3.07864 -1.82236 -1.57484
26 H 4.53527 -1.69893 1.09131
27 H 4.07096 -3.10972 0.15026
28 H 1.30934 -4.63646 5.60424
29 C -0.92329 -0.84746 -4.65336
30 C -1.14869 0.07363 -3.42971
31 O -1.59508 -0.47154 -2.38808
32 C -0.81012 1.40676 -3.64899
33 C -0.74962 2.48860 -2.70614
34 C -0.14133 3.78464 -3.22633
35 N -1.12214 2.40112 -1.46983
36 N -0.91812 3.55403 -0.72062
37 C -0.62211 3.35479 0.54230
38 O -0.45783 2.26624 1.17315
39 C -0.40812 4.64108 1.30374
40 C -0.33795 5.89356 0.69336
41 C -0.10493 7.03677 1.44193
42 C 0.06242 6.95804 2.82023
43 C -0.00528 5.71610 3.43851
44 C -0.23325 4.57390 2.68633
45 H -0.99889 -1.89047 -4.34485
46 H 0.06083 -0.67256 -5.09261
47 H -1.67922 -0.65418 -5.41965
48 H -0.45299 1.64236 -4.64568
49 H -0.04848 3.76865 -4.31304
50 H 0.84786 3.93788 -2.78758
51 H -0.75865 4.62851 -2.91625
52 H -0.46748 5.94606 -0.37960
53 H -0.04484 8.00234 0.95026
54 H 0.24663 7.85285 3.40466
55 H 0.12917 5.63828 4.51217
56 H -0.27066 3.59328 3.14354
57 C -4.19975 1.05768 -1.25330
58 P -3.03450 0.71157 0.13558
59 C -3.56257 2.11028 1.22479
60 C -4.04957 -0.62027 0.98545
61 C -3.90290 -1.93981 0.22188
62 P -2.10890 -2.44189 0.12944
63 C -2.19638 -3.43394 -1.42671
64 C -2.14994 -3.84895 1.34088
65 H -5.22223 1.22924 -0.90278
66 H -4.17378 0.23324 -1.96738
67 H -3.82103 1.94393 -1.76554
68 H -4.64546 2.13535 1.38229
69 H -3.23345 3.04205 0.76077
70 H -3.04641 2.02085 2.18188
71 H -5.10277 -0.32904 1.08773
72 H -3.63389 -0.73141 1.99457
73 H -4.25805 -1.81145 -0.80431
74 H -4.48596 -2.74293 0.68497
75 H -3.06511 -4.09905 -1.43808
76 H -1.28239 -4.01996 -1.54229
77 H -2.25069 -2.70853 -2.23994
78 H -2.92692 -4.57851 1.09607
79 H -2.31833 -3.45058 2.34301
80 H -1.17483 -4.34068 1.34134

Output
Molar mass   687.05 g/mol
Net charge   -2
Highest occupied orbital energy   -0.94 eV
ΔE to the lowest compared entry with this formula, charge and spin   8.27 kcal/mol
E   -69827.3556 eV
Gap between HOMO and LUMO   4.89 eV
Max |F|   1.72 eV Å⁻¹
Spin multiplicity   1

2.
DFT (ωB97M-V/def2-TZVPD) results for the ion C3H7O3Si with charge -1.

Element x y z (Å)
1 C -1.48764 0.75161 -0.76191
2 C -1.20877 0.06956 0.57015
3 Si 0.58142 -0.59162 0.71178
4 O 0.70366 -1.92777 -0.24743
5 C 2.09569 0.45099 0.02289
6 O 2.33745 1.61081 0.37776
7 O 2.73248 -0.26868 -0.78510
8 H -0.81452 1.59604 -0.89493
9 H -1.32079 0.05448 -1.58147
10 H -2.51699 1.11580 -0.82642
11 H -1.91061 -0.75743 0.70498
12 H -1.39819 0.77389 1.38175
13 H 0.69914 -1.07875 2.10665
14 H 1.50766 -1.79893 -0.77870

Output
Molar mass   119.17 g/mol
Net charge   -1
Highest occupied orbital energy   -3.80 eV
ΔE to the lowest compared entry with this formula, charge and spin   0.00 kcal/mol
E   -17247.7880 eV
SMILES   CC[Si@@H](O)C(=O)[O-]
Gap between HOMO and LUMO   7.75 eV
Max |F|   0.85 eV Å⁻¹
Spin multiplicity   1

3.
DFT (ωB97M-V/def2-TZVPD) results for a structure of composition C29H82N7NbO11P at a distorted geometry.

Element x y z (Å)
1 C -3.04123 0.30692 1.85600
2 C -3.04548 -0.94916 2.77468
3 C -3.77927 -2.16999 2.10847
4 C -5.29503 -1.88971 2.22939
5 O -6.13795 -2.83623 1.54109
6 Nb -8.07898 -2.01522 1.57586
7 C -7.54825 -0.75385 -0.30455
8 O -6.93156 0.53862 0.02443
9 N -7.38194 1.44148 -0.92187
10 O -7.83272 2.41222 -0.40718
11 P -10.32491 -0.81441 1.59154
12 O -11.52628 -1.58150 0.67418
13 O -10.90852 -0.43090 3.14386
14 H -2.60755 1.17810 2.38057
15 H -2.45457 0.04903 0.95860
16 H -4.05723 0.59956 1.53842
17 H -3.59789 -0.74212 3.71378
18 H -1.99823 -1.18374 3.02581
19 H -3.46013 -3.10392 2.60060
20 H -3.41763 -2.19384 1.06330
21 H -5.62119 -1.88202 3.28790
22 H -5.46807 -0.88987 1.78700
23 H -7.47449 -0.70415 2.71505
24 H -8.52588 -2.99398 3.06777
25 H -8.73867 -3.30678 0.47330
26 H -8.54069 -0.51480 -0.75607
27 H -7.00003 -1.33691 -1.06978
28 H -11.90153 -0.88110 0.14386
29 H -10.34990 0.29485 3.42916
30 C 0.88782 1.51433 1.14496
31 C 1.28239 0.04220 1.19100
32 C 2.68867 -0.23437 0.63249
33 O 2.77521 -0.21276 -0.78397
34 C 2.89455 1.08121 -1.35014
35 N 0.25479 -0.74442 0.50232
36 H 0.61167 1.84029 0.14173
37 H 0.02286 1.69259 1.78581
38 H 1.70371 2.14970 1.50013
39 H 1.28936 -0.25773 2.24335
40 H 2.97347 -1.24914 0.92521
41 H 3.43344 0.43998 1.07413
42 H 3.47615 1.75487 -0.71419
43 H 1.90610 1.50479 -1.54394
44 H 3.40527 0.98370 -2.30818
45 H 0.46357 -1.73254 0.61865
46 H 0.37070 -0.58926 -0.49616
47 C 6.54735 2.76343 5.43668
48 C 6.32002 1.50195 4.61015
49 C 5.43052 1.72657 3.37492
50 O 4.04638 1.83796 3.65995
51 C 3.63022 3.12353 4.08744
52 N 5.78489 0.45189 5.48339
53 H 5.67991 3.02566 6.04246
54 H 7.38257 2.61870 6.12363
55 H 6.78746 3.61519 4.79583
56 H 7.29841 1.17307 4.24632
57 H 5.52367 0.84832 2.72968
58 H 5.77168 2.58661 2.78509
59 H 4.19762 3.92010 3.59786
60 H 3.71450 3.21341 5.17263
61 H 2.57732 3.23651 3.82755
62 H 5.72774 -0.41548 4.95664
63 H 4.81313 0.68282 5.67478
64 C 7.27815 3.34856 -5.90598
65 C 7.26872 2.28731 -4.81071
66 C 5.86630 1.73127 -4.50550
67 O 5.05247 2.59837 -3.73217
68 C 4.39909 3.61492 -4.47220
69 N 7.90609 2.83654 -3.60785
70 H 6.91085 4.31331 -5.55470
71 H 8.29524 3.50807 -6.26741
72 H 6.66776 3.03924 -6.75757
73 H 7.87856 1.45096 -5.16630
74 H 5.98613 0.82818 -3.89992
75 H 5.34511 1.42568 -5.42116
76 H 4.11478 3.27394 -5.47144
77 H 5.02949 4.50412 -4.54308
78 H 3.49491 3.89335 -3.92990
79 H 7.98682 2.09784 -2.91419
80 H 7.24909 3.48984 -3.18830
81 C -4.37111 -5.61386 -3.52868
82 C -5.40207 -5.34720 -2.43576
83 C -6.27468 -4.10913 -2.69871
84 O -5.62563 -2.87739 -2.44350
85 C -4.79936 -2.40490 -3.48823
86 N -4.71495 -5.25977 -1.14284
87 H -3.51985 -4.93493 -3.47151
88 H -3.97617 -6.62743 -3.43589
89 H -4.81765 -5.52028 -4.52227
90 H -6.07195 -6.21237 -2.40563
91 H -7.11865 -4.14063 -2.00456
92 H -6.69984 -4.11935 -3.71116
93 H -5.19995 -2.66063 -4.47411
94 H -3.78363 -2.79473 -3.38166
95 H -4.74690 -1.31851 -3.40510
96 H -5.41049 -5.18000 -0.40460
97 H -4.23490 -4.36386 -1.11473
98 C -8.34297 2.66025 6.77492
99 C -7.97001 1.70999 5.64082
100 C -6.45629 1.62229 5.38020
101 O -5.91384 2.73436 4.68334
102 C -5.62407 3.85614 5.49238
103 N -8.70531 2.09607 4.43394
104 H -8.27950 3.70784 6.47815
105 H -9.37160 2.48200 7.09344
106 H -7.69507 2.51024 7.64260
107 H -8.30379 0.71013 5.93362
108 H -6.27713 0.75869 4.73454
109 H -5.89880 1.44292 6.30902
110 H -5.28413 3.56308 6.49049
111 H -6.49569 4.51112 5.56955
112 H -4.82728 4.42114 5.00627
113 H -8.52388 1.39996 3.72052
114 H -8.27049 2.93824 4.06665
115 C 10.69542 -3.35206 -4.83802
116 C 10.96979 -2.12195 -5.69695
117 C 10.08881 -0.91206 -5.34007
118 O 8.75439 -0.99617 -5.81459
119 C 7.88666 -1.76753 -4.99965
120 N 10.84125 -2.49134 -7.11090
121 H 9.77892 -3.86605 -5.12810
122 H 11.50891 -4.07186 -4.93945
123 H 10.61801 -3.08442 -3.78161
124 H 12.00828 -1.82737 -5.51759
125 H 10.51452 -0.03065 -5.82744
126 H 10.10091 -0.71029 -4.26177
127 H 8.13114 -1.67734 -3.93741
128 H 7.91380 -2.81468 -5.30782
129 H 6.86986 -1.40401 -5.15325
130 H 11.12112 -1.69959 -7.68351
131 H 9.84898 -2.59389 -7.30840

Output
Molar mass   828.89 g/mol
Net charge   -1
Highest occupied orbital energy   -3.84 eV
E   -75185.1269 eV
Gap between HOMO and LUMO   5.32 eV
Max |F|   3.83 eV Å⁻¹
Spin multiplicity   1

4.
DFT (ωB97M-V/def2-TZVPD) results for a structure of composition C26H33O5Tl at a distorted geometry.

Element x y z (Å)
1 O -0.38093 0.52493 -0.96657
2 C 0.66808 0.07679 -1.87052
3 C 0.19823 0.97922 -2.99391
4 H 0.54633 -0.99845 -2.05488
5 H 1.64000 0.34176 -1.44696
6 C -0.94449 1.36858 -2.02635
7 H -0.05763 0.40269 -3.89374
8 H 0.91251 1.79226 -3.19286
9 C -2.28980 0.76440 -2.36109
10 H -2.21831 -0.33123 -2.35374
11 H -2.65072 1.12050 -3.33612
12 H -3.00236 1.05945 -1.57999
13 C -1.02752 2.81477 -1.60404
14 H -0.04518 3.26125 -1.45159
15 H -1.60790 2.94381 -0.68400
16 H -1.54825 3.37304 -2.38625
17 Tl 0.08659 -0.05719 1.25482
18 C 0.88738 2.35644 2.98063
19 C 1.87407 1.34097 2.89128
20 C 2.31345 1.27348 1.51966
21 H 2.21403 0.72136 3.71394
22 C 1.67016 2.35403 0.81650
23 C 0.75704 2.98065 1.71434
24 H 0.07251 3.80153 1.49535
25 H 0.27521 2.56007 3.86684
26 H 3.05468 0.57905 1.14263
27 H 1.88998 2.68150 -0.20107
28 C -1.96315 0.08313 3.34586
29 C -2.40132 1.26460 2.68134
30 C -2.78768 0.92387 1.36066
31 H -2.40324 2.25789 3.11709
32 C -2.57365 -0.47863 1.17970
33 C -2.07948 -1.01027 2.42358
34 H -1.89271 -2.06326 2.62903
35 H -1.59855 0.04523 4.35311
36 H -3.17587 1.61415 0.60018
37 H -2.79370 -1.05929 0.27766
38 O 0.49482 -1.05784 -5.90471
39 C 0.00769 0.01301 -6.77530
40 C 0.20520 -0.39087 -8.26235
41 H 0.61136 0.92360 -6.57163
42 H -1.04201 0.25204 -6.50101
43 C 1.39079 -1.33982 -8.18684
44 H 0.36470 0.48124 -8.89498
45 H -0.68560 -0.94071 -8.59662
46 C 1.18566 -2.01356 -6.80152
47 H 2.32107 -0.76039 -8.15308
48 H 1.43667 -2.06285 -8.99677
49 H 2.12372 -2.34506 -6.31426
50 H 0.54971 -2.91496 -6.94777
51 O 0.48400 0.29309 5.17051
52 C 0.63108 -0.91267 5.77369
53 C 0.49127 -0.98057 7.18568
54 C 0.54484 -2.25156 7.76477
55 C 0.74573 -3.39393 6.99778
56 C 0.87228 -3.31017 5.62519
57 C 0.83587 -2.07030 5.02284
58 C 1.15848 -2.27402 3.55747
59 O 1.70765 -3.35347 3.27220
60 O 0.82332 -1.30409 2.82893
61 H 0.47823 0.89786 5.92788
62 H 0.30554 -0.05436 7.71285
63 H 0.42441 -2.32608 8.84425
64 H 0.83073 -4.38677 7.36399
65 H 1.08493 -4.07982 4.89829

Output
Molar mass   629.93 g/mol
Net charge   0
Highest occupied orbital energy (alpha / beta)   -7.72 / -7.72 eV
ΔE to the lowest compared entry with this formula, charge and spin   17.05 kcal/mol
E   -42421.0511 eV
Gap between HOMO and LUMO (alpha / beta)   5.33 / 5.33 eV
Max |F|   2.32 eV Å⁻¹
Spin multiplicity   1

5.
DFT (ωB97M-V/def2-TZVPD) results for a structure of composition C23H34FNNbO9 at a distorted geometry.

Element x y z (Å)
1 C 7.18997 -1.30594 -0.18742
2 C 7.64302 -1.18046 -1.63748
3 O 6.58793 -1.28433 -2.56408
4 C 5.70377 -0.17337 -2.57048
5 C 4.84758 -0.25683 -3.82405
6 O 4.17484 0.97147 -4.00102
7 C 2.73572 0.87640 -4.04034
8 Nb 1.79548 0.75139 -1.93964
9 F 2.07731 -1.11492 -2.09096
10 C 1.72507 2.97436 -1.99817
11 C 0.85242 3.65535 -0.99923
12 N -0.40543 3.54768 -0.84928
13 C 0.64079 0.46109 0.01766
14 O -0.79796 0.22600 -0.10296
15 C -1.04163 -1.10795 -0.39503
16 O -2.38561 -1.23618 -0.79124
17 C -2.48699 -1.69727 -2.12414
18 C -3.94081 -1.78060 -2.56063
19 O -4.75591 -0.84393 -1.86983
20 H 6.68458 -2.25837 -0.01596
21 H 8.05322 -1.24382 0.48341
22 H 6.49783 -0.50327 0.07735
23 H 8.32990 -1.99727 -1.88502
24 H 8.18498 -0.23291 -1.78517
25 H 6.28333 0.76296 -2.58158
26 H 5.05859 -0.16054 -1.68454
27 H 5.49795 -0.45170 -4.68699
28 H 4.14094 -1.08918 -3.73333
29 H 2.39201 1.76867 -4.57677
30 H 2.43966 0.02212 -4.67366
31 H 0.08328 0.70433 -2.66582
32 H 3.23957 0.96415 -0.79783
33 H 2.75001 3.36073 -1.94892
34 H 1.34430 3.20956 -3.00173
35 H 1.35449 4.35361 -0.31755
36 H -0.78645 2.84318 -1.48446
37 H 0.73066 1.26581 0.74885
38 H 1.10816 -0.43429 0.47411
39 H -0.85376 -1.75215 0.47959
40 H -0.38133 -1.42716 -1.21626
41 H -2.05001 -2.70579 -2.19365
42 H -1.90688 -1.04489 -2.79089
43 H -4.32986 -2.79220 -2.39113
44 H -3.98593 -1.58695 -3.63786
45 H -5.30289 -0.35583 -2.50067
46 C -5.79169 -1.77747 0.92490
47 C -4.83844 -1.42345 1.78747
48 C -4.85366 -1.90419 3.18983
49 O -4.02629 -1.55359 4.00725
50 C -5.95203 -2.82510 3.59107
51 C -6.89414 -3.18808 2.72789
52 C -6.88976 -2.68685 1.32679
53 O -7.76407 -3.02190 0.55397
54 H -5.77650 -1.41044 -0.09115
55 H -4.02253 -0.77074 1.49833
56 H -5.93457 -3.16297 4.61965
57 H -7.70862 -3.85078 2.99233
58 C -0.13285 3.17550 4.89170
59 C -0.93467 2.86859 5.90439
60 C -2.05801 1.91105 5.73239
61 O -2.78846 1.64826 6.66708
62 C -2.25496 1.30554 4.39295
63 C -1.45173 1.60910 3.37360
64 C -0.32460 2.56641 3.54698
65 O 0.41819 2.83807 2.63467
66 H 0.69409 3.86875 4.98348
67 H -0.82044 3.29164 6.89481
68 H -3.07309 0.60159 4.30797
69 H -1.55715 1.19029 2.37646

Output
Molar mass   580.43 g/mol
Net charge   -1
Highest occupied orbital energy   -4.30 eV
ΔE to the lowest compared entry with this formula, charge and spin   0.00 kcal/mol
E   -48580.7784 eV
Gap between HOMO and LUMO   4.74 eV
Max |F|   1.88 eV Å⁻¹
Spin multiplicity   1

6.
DFT (ωB97M-V/def2-TZVPD) results for the ion C2H2NO3 with charge -1 at a distorted geometry.

Element x y z (Å)
1 O -2.12584 -0.73403 -0.08128
2 C -0.99316 -0.95708 -0.46472
3 O -0.43737 -1.49420 -1.40654
4 N -0.04387 -0.33502 0.56507
5 C 0.72373 0.82982 0.38348
6 O 1.54548 -0.27319 0.42776
7 H 0.54111 1.30162 -0.56797
8 H 0.78990 1.66208 1.14420

Output
Molar mass   88.04 g/mol
Net charge   -1
Highest occupied orbital energy   -4.27 eV
ΔE to the lowest compared entry with this formula, charge and spin   90.94 kcal/mol
E   -9737.7091 eV
SMILES   O=C([O-])N1CO1
Gap between HOMO and LUMO   8.61 eV
Max |F|   2.65 eV Å⁻¹
Spin multiplicity   1